(1)
The following is a DFT calculation (the ωB97M-V functional and the def2-TZVPD basis) of C8H7N3O in the gas phase.

Computed properties:
lowest unoccupied orbital energy: 0.360 eV
total energy: -548.40931 a.u.
maximum force: 6.72 eV Å⁻¹
structure (SMILES): NC(=O)n1ncc2ccccc21
frontier orbital gap: 8.77 eV

Geometry (Å):
O (2.02561, -1.69977, -0.65195)
N (3.56736, -0.01604, 0.45185)
N (1.22865, 0.40691, -0.46724)
N (1.31173, 1.72789, -0.42880)
C (-2.87409, -0.37945, -0.18197)
C (-0.61817, -1.47989, -0.00993)
C (-0.05803, 2.06957, -0.13502)
C (2.31038, -0.55507, -0.16943)
C (-2.08921, -1.57264, 0.00315)
C (0.03770, -0.24358, -0.24173)
C (-0.88173, 0.79434, -0.20675)
C (-2.26840, 0.87620, 0.03819)
H (-2.66010, -2.45754, 0.23915)
H (-2.84969, 1.79707, 0.22383)
H (-3.96602, -0.26432, 0.19770)
H (-0.35221, 3.24888, -0.17436)
H (3.86582, 0.98942, 0.78414)
H (4.28002, -0.95758, 0.52520)
H (-0.00960, -2.28442, 0.20397)

(2)
The following is a DFT calculation (the ωB97M-V functional and the def2-TZVPD basis) of C8H7NO2 in the gas phase.

Computed properties:
lowest unoccupied orbital energy: -0.190 eV
total energy: -514.24038 a.u.
maximum force: 3.21 eV Å⁻¹
structure (SMILES): O=CC(=O)Nc1ccccc1
frontier orbital gap: 8.80 eV

Geometry (Å):
O (1.17647, -1.62192, -2.61240)
O (-0.54662, 1.14029, -3.37529)
N (0.23108, 1.09446, -1.23895)
C (-0.10323, -0.90195, 0.19371)
C (-0.09428, 0.47656, -2.47666)
C (-0.14792, -0.41698, 2.65993)
C (0.23415, 0.89426, 2.44139)
C (0.17175, -0.99214, -2.76553)
C (0.53251, 1.29422, 1.12392)
C (-0.35793, -1.26704, 1.56439)
C (0.24442, 0.41007, 0.03235)
H (-0.36379, -1.61013, -0.64460)
H (-0.73550, -1.30004, -3.29744)
H (-0.57540, -2.28519, 1.85426)
H (0.85317, 2.38273, 0.89770)
H (-0.12702, 2.05120, -1.17504)
H (-0.65168, -0.87169, 3.49605)
H (0.25981, 1.52328, 3.32221)

(3)
The following is a DFT calculation (the ωB97M-V functional and the def2-TZVPD basis) of C8H7NO2 in the gas phase.

Computed properties:
lowest unoccupied orbital energy: 0.617 eV
total energy: -514.26122 a.u.
maximum force: 5.53 eV Å⁻¹
structure (SMILES): O=C1Cc2cc(O)ccc2N1
frontier orbital gap: 8.49 eV

Geometry (Å):
O (-1.21759, 3.00239, -0.92849)
O (1.42693, -2.86208, 2.00849)
N (1.06547, -1.84714, 0.07277)
C (-0.64630, 1.22233, 0.48136)
C (0.35649, -0.19916, -1.74650)
C (-0.07821, 0.00574, 0.69502)
C (0.45397, -0.62890, -0.43019)
C (-0.16415, 1.07568, -1.97118)
C (0.94396, -1.94539, 1.48140)
C (-0.04517, -0.93885, 1.77022)
C (-0.66603, 1.77771, -0.85372)
H (0.90039, -0.54702, -2.63848)
H (-1.70805, 3.10284, -0.13109)
H (1.64084, -2.54746, -0.42384)
H (-0.99400, -1.56689, 1.67765)
H (0.06776, -0.43630, 2.75871)
H (-0.17044, 1.37531, -3.01610)
H (-1.16587, 1.95721, 1.19399)

(4)
The following is a DFT calculation (the ωB97M-V functional and the def2-TZVPD basis) of C8H7NO2 in the gas phase.

Computed properties:
lowest unoccupied orbital energy: 0.414 eV
total energy: -514.23925 a.u.
maximum force: 5.97 eV Å⁻¹
structure (SMILES): O=C1Cc2ccc(O)cc2N1
frontier orbital gap: 8.11 eV

Geometry (Å):
O (2.85123, 2.13510, 1.16580)
O (-3.09806, -1.06939, -0.04210)
N (0.68904, 1.23999, 1.37893)
C (-0.06586, 0.36089, 0.58374)
C (-1.86460, -0.73294, -0.08133)
C (-1.14909, -1.22575, -1.27717)
C (-1.32153, 0.11985, 0.84263)
C (0.21228, -1.07400, -1.37049)
C (0.77544, -0.15504, -0.48927)
C (2.07339, 0.47061, -0.50675)
C (1.90984, 1.42784, 0.85067)
H (-1.96000, -1.55496, -2.00821)
H (-3.58147, -0.94568, 0.85392)
H (0.17741, 1.78895, 2.08149)
H (2.90834, -0.21319, -0.22563)
H (2.42276, 0.90474, -1.46388)
H (-1.82970, 0.22261, 1.76862)
H (0.85060, -1.69960, -2.06097)

(5)
The following is a DFT calculation (the ωB97M-V functional and the def2-TZVPD basis) of C8H7NO2 in the gas phase.

Computed properties:
lowest unoccupied orbital energy: 0.301 eV
total energy: -514.21992 a.u.
maximum force: 4.28 eV Å⁻¹
structure (SMILES): Cc1ccc2c(=O)[nH]oc2c1
frontier orbital gap: 9.45 eV

Geometry (Å):
O (1.85862, -1.77482, 0.12460)
O (3.55147, 1.28993, -0.07510)
N (3.07282, -0.95153, 0.05857)
C (1.24705, 0.36977, 0.14687)
C (2.76987, 0.41895, 0.09221)
C (0.80246, -0.92400, 0.18557)
C (-2.85943, -0.17944, 0.02450)
C (-1.40297, -0.05444, -0.06656)
C (-0.55554, -1.18281, 0.01287)
C (0.38722, 1.54847, 0.17869)
C (-0.91195, 1.24968, 0.01632)
H (3.55845, -1.29739, -0.81511)
H (-0.91308, -2.20642, -0.08448)
H (-3.17292, -0.25943, 1.07466)
H (0.75494, 2.55226, 0.29214)
H (-1.60502, 2.05605, -0.15844)
H (-3.10900, -1.12991, -0.42244)
H (-3.47300, 0.47507, -0.58486)

(6)
The following is a DFT calculation (the ωB97M-V functional and the def2-TZVPD basis) of C8H7NO2 in the gas phase.

Computed properties:
lowest unoccupied orbital energy: 0.170 eV
total energy: -514.16443 a.u.
maximum force: 7.13 eV Å⁻¹
structure (SMILES): Cn1oc(=O)c2ccccc21
frontier orbital gap: 9.14 eV

Geometry (Å):
O (-1.49569, 2.46206, -0.09662)
O (-1.92013, 0.24238, -0.04871)
N (-1.35774, -0.94783, -0.40700)
C (1.57598, 1.34246, 0.26205)
C (-1.02007, 1.36352, 0.02120)
C (2.51297, -0.87853, -0.03448)
C (1.18812, -1.42614, -0.27699)
C (2.66085, 0.39481, 0.26184)
C (0.38116, 0.70742, -0.02611)
C (0.05206, -0.67334, -0.31619)
C (-1.84062, -1.99926, 0.49694)
H (-2.05129, -1.82347, 1.48566)
H (3.48566, -1.40238, -0.32990)
H (3.66554, 0.72767, 0.39208)
H (1.65126, 2.32805, 0.23528)
H (0.92411, -2.41471, -0.72586)
H (-2.81615, -2.56407, 0.25256)
H (-1.09105, -2.83738, 0.37231)

(7)
The following is a DFT calculation (the ωB97M-V functional and the def2-TZVPD basis) of C8H7NO3S2 in the gas phase.

Computed properties:
lowest unoccupied orbital energy: -1.227 eV
total energy: -1385.82610 a.u.
maximum force: 5.29 eV Å⁻¹
frontier orbital gap: 8.46 eV

Geometry (Å):
S (3.32495, 0.50219, -0.11642)
S (1.48628, -1.76413, 0.29272)
O (3.55224, 1.80810, 0.47159)
O (2.80466, 0.67015, -1.48403)
O (4.17361, -0.61742, 0.17982)
N (0.57797, 0.69721, 0.28012)
C (0.49320, 2.12005, 0.20684)
C (-0.54295, -0.08354, 0.22041)
C (-1.29647, -2.33932, -0.04825)
C (-2.57121, -1.90549, -0.16984)
C (1.76248, -0.12886, 0.45987)
C (-0.28768, -1.41877, 0.23180)
C (-1.87905, 0.41648, -0.09293)
C (-2.88643, -0.49790, -0.16764)
H (0.10481, 2.28062, -0.70469)
H (-3.95714, -0.09561, -0.37909)
H (-1.94792, 1.41274, -0.15894)
H (-3.42394, -2.67038, -0.38358)
H (-0.00716, 2.57294, 1.09335)
H (-0.92265, -3.41863, -0.05500)
H (1.44241, 2.45959, 0.32390)

(8)
The following is a DFT calculation (the ωB97M-V functional and the def2-TZVPD basis) of C8H7NO5 in the gas phase.

Computed properties:
lowest unoccupied orbital energy: -0.451 eV
total energy: -739.85249 a.u.
maximum force: 6.69 eV Å⁻¹
structure (SMILES): O=C(Oc1ccccc1)[C@@H](O)[N+](=O)[O-]
frontier orbital gap: 9.56 eV

Geometry (Å):
O (4.48549, -0.57117, 0.82081)
O (0.50089, -0.06020, -0.39678)
O (3.02878, -1.84331, -0.27060)
O (1.32674, 1.38255, 1.18776)
O (3.73841, 1.51333, -0.42938)
N (3.59530, -0.79127, -0.00129)
C (-3.10900, 0.94517, -0.09334)
C (-0.92010, -0.10201, -0.13196)
C (-1.69865, 1.06254, -0.15133)
C (-1.54540, -1.32047, 0.09914)
C (1.33740, 0.61430, 0.24415)
C (-3.70034, -0.29348, 0.12418)
C (-2.87919, -1.36031, 0.27872)
C (2.97405, 0.38236, -0.57293)
H (2.63976, 0.18497, -1.55271)
H (-1.17007, -2.30640, 0.08537)
H (-3.32934, -2.31968, 0.48414)
H (-4.78414, -0.24360, 0.22577)
H (4.25696, 1.27172, 0.42971)
H (-3.70393, 1.89126, -0.16398)
H (-1.04359, 1.96368, -0.21543)

(9)
The following is a DFT calculation (the ωB97M-V functional and the def2-TZVPD basis) of C8H7NO5 in the gas phase.

Computed properties:
lowest unoccupied orbital energy (alpha / beta): -1.713 / -1.529 eV
total energy: -739.67582 a.u.
maximum force: 4.77 eV Å⁻¹
frontier orbital gap (alpha / beta): 6.53 / 6.50 eV

Geometry (Å):
O (2.42282, -1.50831, 0.45936)
O (3.34351, 0.68096, 0.38063)
O (-3.52317, -1.34576, -0.82973)
O (1.03398, -3.33537, 0.20236)
O (-3.93109, -0.27993, 1.00208)
N (-3.25279, -0.49691, 0.01517)
C (1.16182, -2.00247, 0.18276)
C (2.33164, -0.15099, 0.23331)
C (0.64188, 1.49909, -0.73601)
C (0.42990, -1.06673, -0.47184)
C (-0.35640, 1.91671, 0.36470)
C (-2.13888, 0.28857, -0.18888)
C (1.08549, 0.15672, -0.32304)
C (-1.54227, 1.21654, 0.65640)
H (-0.22394, 2.64886, 1.09106)
H (4.18799, 0.29111, 0.30010)
H (1.33693, 2.29710, -0.57556)
H (0.31718, 1.37369, -1.68331)
H (-1.94635, 1.57284, 1.50652)
H (0.43252, -3.70823, -0.39541)
H (-1.81076, -0.04748, -1.19066)

(10)
The following is a DFT calculation (the ωB97M-V functional and the def2-TZVPD basis) of C8H7OP3 in the gas phase.

Computed properties:
lowest unoccupied orbital energy: -1.099 eV
total energy: -1408.23667 a.u.
maximum force: 2.97 eV Å⁻¹
frontier orbital gap: 7.04 eV

Geometry (Å):
P (0.10691, 2.66906, 1.85396)
P (2.56608, 1.27731, 0.22842)
P (2.18551, 3.01688, 1.24345)
O (-0.56197, 2.23185, 0.40280)
C (0.96367, -0.83980, 0.96737)
C (-0.19001, -1.72631, 1.05748)
C (0.98261, 0.36289, 0.38776)
C (-0.58834, -0.64105, -1.94751)
C (-0.87795, 0.60701, -1.24654)
C (-0.58734, -1.85398, -1.39975)
C (-0.21305, 1.03158, -0.17515)
C (-0.86209, -2.17679, -0.00085)
H (-0.43991, -2.71840, -2.03737)
H (-1.63443, -2.92518, 0.14437)
H (-0.45204, -0.54560, -3.01835)
H (-0.18976, 4.31885, 1.71853)
H (1.87499, -1.20712, 1.42977)
H (-0.41680, -2.10729, 2.04585)
H (-1.66607, 1.22609, -1.65425)

(11)
The following is a DFT calculation (the ωB97M-V functional and the def2-TZVPD basis) of C8H8 in the gas phase.

Computed properties:
lowest unoccupied orbital energy: -0.960 eV
total energy: -309.29423 a.u.
maximum force: 5.23 eV Å⁻¹
frontier orbital gap: 7.86 eV

Geometry (Å):
C (0.19707, -0.95699, -0.17358)
C (1.77099, 1.30273, -0.02098)
C (1.59585, -0.83626, -0.61366)
C (2.24223, 0.36801, -0.71287)
C (-0.80108, 1.02807, -1.13990)
C (1.28058, -1.88152, 0.39038)
C (-1.39477, 0.34657, 1.26324)
C (-0.57745, 0.12930, -0.02300)
H (-2.38739, -0.10044, 1.23437)
H (1.57093, -2.08019, 1.40093)
H (-0.43977, 2.15821, -1.01232)
H (-0.74284, 0.01059, 1.98452)
H (-0.27899, 0.69055, -2.10037)
H (1.26520, -2.82727, -0.30595)
H (-1.74994, 1.21821, -1.51029)
H (-1.55062, 1.43042, 1.33949)

(12)
The following is a DFT calculation (the ωB97M-V functional and the def2-TZVPD basis) of C8H8 in the gas phase.

Computed properties:
lowest unoccupied orbital energy: -0.051 eV
total energy: -309.48630 a.u.
maximum force: 6.18 eV Å⁻¹
structure (SMILES): C=C1C=CC=CC=C1
frontier orbital gap: 7.71 eV

Geometry (Å):
C (0.51570, -1.28893, 0.06478)
C (-2.00418, -0.64982, 0.06389)
C (-0.82303, -1.50490, 0.03838)
C (0.65674, 1.22234, 0.04913)
C (-1.91792, 0.77055, -0.11514)
C (-0.62914, 1.59666, -0.00510)
C (1.31305, -0.11149, -0.17511)
C (2.62297, -0.02210, -0.07413)
H (-2.89753, -1.28242, -0.14223)
H (3.24054, 0.80422, -0.05924)
H (-0.87262, 2.69731, 0.41027)
H (-2.85363, 1.28366, -0.24839)
H (3.37467, -0.96954, 0.16749)
H (1.08390, -2.17436, 0.06765)
H (-0.91259, -2.55454, 0.20510)
H (1.43214, 2.12175, 0.51914)

Question: Look up the total energy of the fourth one.
Answer: -514.23925 a.u.

Question: Among the records above, which one has the highest total energy?
Answer: number 11

Question: Among the records above, which one has the lowest total energy?
Answer: C8H7OP3